Record 1
This record from the OMol25 dataset describes a cluster of 2 separate species, C31H40N2O4 in total at a distorted geometry. The level of theory is wB97M-V/def2-TZVPD.

Properties
- LUMO energy (eV) = -1.620
- gap between HOMO and LUMO (eV) = 4.311
- relative energy (zero: lowest compared OMol25 entry of this formula, charge and spin) (kJ/mol) = 0.0

```
77
Properties=species:S:1:pos:R:3:forces:R:3:lowdin_charge:R:1
C 3.139518 -2.755675 3.050456 0.38 -0.10 0.11 -0.082
C 1.654325 -2.729261 2.832672 0.30 0.18 -0.17 -0.242
O 1.356600 -1.437697 2.267493 0.14 -0.65 0.21 -0.017
C 0.024675 -1.234156 2.256356 -1.67 0.93 0.24 -0.450
C -0.461247 0.120692 1.991960 1.87 -0.41 0.20 -0.080
C -1.913983 0.394057 2.206079 -0.12 -0.10 -0.08 -0.294
C -2.799071 -0.660860 1.552332 -0.20 -0.02 0.11 -0.165
C -4.263620 -0.352527 1.807005 -0.01 0.03 -0.13 -0.204
C -4.573571 -0.324354 3.304453 0.03 -0.08 -0.07 -0.203
C -3.679403 0.668637 4.049604 0.05 0.17 0.10 -0.202
C -2.197773 0.493281 3.725761 0.12 -0.24 -0.31 -0.138
C 0.382771 1.307518 2.034646 -1.37 -1.08 -0.47 -0.523
O -0.023050 2.401407 1.632726 0.50 0.31 0.24 0.022
O 1.639116 1.132906 2.499796 0.66 0.97 0.09 -0.044
C 2.432336 2.340344 2.672657 -0.43 -0.61 -0.17 -0.222
C 3.830341 1.847963 2.932985 0.34 -0.02 0.11 -0.076
O -0.733354 -2.184797 2.495595 0.81 0.22 -0.02 0.006
H 3.420027 -3.729897 3.451472 0.11 -0.05 0.01 0.071
H 3.688008 -2.595405 2.117414 -0.06 0.01 0.10 0.074
H 3.443148 -1.994331 3.776289 -0.04 -0.05 -0.16 0.075
H 1.328580 -3.519357 2.142459 0.02 0.17 0.25 0.123
H 1.120568 -2.846859 3.785980 0.06 -0.02 -0.36 0.128
H -2.107237 1.374608 1.747573 -0.21 -0.09 0.12 0.129
H -2.579945 -0.692764 0.476390 -0.08 -0.08 0.20 0.097
H -2.509432 -1.631506 1.973724 -0.42 0.31 -0.27 0.105
H -4.483026 0.630357 1.368352 -0.16 -0.04 0.12 0.088
H -4.889180 -1.083721 1.282345 -0.10 0.07 0.11 0.109
H -5.629140 -0.071588 3.459702 0.09 -0.05 0.07 0.102
H -4.411598 -1.327308 3.724314 -0.04 0.10 -0.10 0.115
H -3.973828 1.696771 3.802638 -0.07 -0.07 -0.05 0.110
H -3.821481 0.550570 5.128729 -0.08 0.09 -0.03 0.102
H -1.818150 -0.433618 4.181148 -0.12 0.13 -0.06 0.123
H -1.597249 1.318728 4.131722 -0.18 -0.10 0.01 0.119
H 2.389587 2.962258 1.766647 -0.16 -0.09 0.31 0.115
H 2.032052 2.903800 3.528968 0.06 -0.06 -0.35 0.130
H 4.491308 2.691650 3.138578 0.03 0.01 0.03 0.073
H 3.850083 1.173271 3.796582 0.01 0.10 -0.20 0.081
H 4.225103 1.314166 2.060033 -0.11 0.01 0.18 0.068
C 6.141557 1.208382 -2.403104 0.17 0.04 0.22 -0.047
N 5.067365 0.411555 -2.956718 -0.24 0.00 -0.09 -0.184
C 5.420501 -0.349752 -4.143193 -0.11 0.02 -0.07 -0.057
C 3.768668 0.538228 -2.558320 -0.15 -0.09 0.18 -0.199
C 2.713793 0.106780 -3.408222 -0.25 0.09 -0.01 -0.013
C 1.397986 0.194693 -3.006651 0.34 -0.47 0.21 -0.020
C 1.033396 0.542139 -1.679379 0.29 -0.01 0.08 -0.173
C -0.311093 0.463619 -1.203816 0.64 0.27 -0.14 0.126
C -1.348079 -0.111305 -1.952398 -0.57 -0.75 -0.84 -0.123
C -2.748851 0.299979 -1.921777 -0.01 -0.34 -0.51 -0.121
C -3.443369 1.213012 -1.143152 -0.77 0.16 0.01 -0.012
C -4.842851 1.261828 -1.273047 0.66 0.10 -0.10 -0.074
C -5.513926 0.489302 -2.233876 0.39 -0.26 -0.27 -0.071
C -4.804344 -0.353473 -3.105446 -0.31 0.29 0.27 -0.010
C -3.429857 -0.423279 -2.931527 0.37 0.10 0.56 -0.158
N -2.493566 -1.251727 -3.565636 0.71 -0.05 0.42 -0.075
C -2.719250 -2.012564 -4.784110 0.18 -0.13 -0.11 -0.001
C -1.284094 -1.116939 -2.960657 -0.51 1.07 0.28 0.030
C 2.093775 1.019435 -0.851610 0.01 0.10 -0.18 0.037
C 3.403585 1.077170 -1.285984 -0.19 -0.12 -0.10 0.014
H 5.752820 1.946000 -1.699030 0.14 -0.11 -0.20 0.078
H 6.874562 0.578582 -1.881040 -0.12 0.10 -0.07 0.098
H 6.665443 1.740630 -3.209867 -0.14 -0.08 0.15 0.096
H 4.675435 -1.128741 -4.327964 0.31 0.11 0.06 0.080
H 5.485481 0.297614 -5.032136 0.01 -0.15 0.12 0.101
H 6.391246 -0.837819 -3.993943 -0.18 0.17 0.03 0.095
H 2.934046 -0.267454 -4.408115 -0.14 0.36 0.28 0.099
H 0.625732 -0.051353 -3.726822 0.18 0.19 0.06 0.099
H -0.553967 0.958236 -0.259935 0.03 0.05 -0.23 0.101
H -2.898344 1.860831 -0.455335 -0.30 -0.27 0.06 0.126
H -5.420660 1.906690 -0.610858 0.18 -0.11 -0.23 0.109
H -6.599612 0.558278 -2.301769 0.30 -0.08 -0.03 0.104
H -5.295868 -0.966354 -3.859241 -0.06 0.26 0.19 0.102
H -3.793843 -2.144193 -4.931166 0.28 -0.10 0.02 0.084
H -2.294005 -1.494679 -5.659974 -0.25 -0.03 0.34 0.102
H -2.220279 -2.985901 -4.709487 -0.27 0.15 0.05 0.099
H -0.430205 -1.721330 -3.253349 -0.38 0.04 0.05 0.141
H 1.849655 1.339819 0.158023 0.10 -0.06 -0.22 0.100
H 4.168224 1.486784 -0.622985 -0.33 -0.28 -0.15 0.098
```
Positions in Å, forces in eV/Å.

---

Record 2
This record from the OMol25 dataset describes a structure of composition C31H40N2PPtSSe. The level of theory is wB97M-V/def2-TZVPD.

Properties
- LUMO energy (spin up / spin down) (eV) = -4.299 / -4.300
- gap between HOMO and LUMO (spin up / spin down) (eV) = 6.162 / 6.161
- total charge = +1

```
77
Properties=species:S:1:pos:R:3:forces:R:3:lowdin_charge:R:1
Pt 1.369795 -0.473989 0.410115 0.19 -0.15 -0.83 1.105
S 5.844339 -1.069165 0.843873 -0.01 0.00 0.14 1.176
C 5.396764 -1.435989 -0.798052 -0.04 -0.03 -0.04 -0.435
C 6.219436 -1.778992 -1.865465 -0.01 0.00 -0.02 -0.066
C 5.619047 -2.028607 -3.083546 0.03 -0.01 0.00 -0.062
C 4.230434 -1.950715 -3.237467 -0.06 0.01 -0.01 -0.056
C 3.409331 -1.619020 -2.179099 0.08 0.04 -0.01 -0.034
C 4.011284 -1.352410 -0.952395 0.10 -0.14 0.18 -0.319
N 3.375747 -1.016722 0.235378 -0.42 0.33 -0.35 -0.154
C 4.194997 -0.828022 1.235029 -0.14 0.05 0.08 -0.523
C 3.538518 -0.390154 2.452613 0.00 0.03 -0.19 -0.231
C 4.110061 -0.238169 3.707583 0.07 0.01 0.06 -0.016
C 3.317030 0.167470 4.767913 0.07 -0.01 0.01 -0.058
C 1.966637 0.410467 4.567743 -0.10 0.03 0.00 -0.054
C 1.390445 0.263499 3.309500 0.08 -0.14 0.02 -0.117
C 2.174952 -0.133745 2.236663 -0.32 0.05 0.16 -0.264
H 7.292325 -1.846877 -1.749398 0.00 0.00 0.01 0.118
H 6.233269 -2.293093 -3.933196 0.00 0.00 0.00 0.114
H 3.792388 -2.158441 -4.204222 0.01 0.00 0.00 0.113
H 2.333404 -1.564897 -2.290359 -0.01 0.00 0.00 0.093
H 5.162676 -0.442338 3.862406 0.00 0.00 -0.03 0.119
H 3.748427 0.286896 5.752005 0.01 0.00 -0.01 0.114
H 1.348478 0.718859 5.401207 0.00 -0.01 -0.01 0.114
H 0.331226 0.448963 3.181036 0.00 0.01 0.01 0.086
C -3.970605 -2.646862 -0.114130 0.00 -0.02 0.01 -0.067
C -2.588969 -2.222133 0.408824 -0.17 -0.01 -0.03 -0.602
C -1.608811 -3.395156 0.261399 -0.01 -0.01 0.02 -0.087
C -2.707192 -1.944493 1.913944 0.01 -0.01 0.02 -0.082
P -1.945088 -0.696093 -0.466098 0.31 0.31 -0.08 0.951
N -0.355205 -0.639973 -0.213346 0.24 -0.30 0.79 -0.447
C -2.122101 -0.836553 -2.324672 0.09 -0.04 -0.06 -0.594
C -1.671764 -2.242194 -2.761185 0.01 0.03 -0.03 -0.086
C -3.538999 -0.584331 -2.850876 -0.04 -0.01 0.00 -0.067
C -1.154477 0.152226 -3.004655 -0.02 -0.01 -0.03 -0.091
C -2.744462 0.862216 0.181531 -0.26 -0.05 -0.04 -0.592
C -2.294921 2.033956 -0.706159 0.00 0.01 0.03 -0.073
C -2.260414 1.157599 1.610341 0.09 0.08 -0.04 -0.081
C -4.279932 0.802512 0.187256 0.03 0.06 0.05 -0.064
H -4.342082 -3.446910 0.530124 0.00 0.00 -0.01 0.098
H -3.931334 -3.042138 -1.126966 0.02 0.00 -0.01 0.069
H -4.704429 -1.842722 -0.088718 0.01 0.00 0.02 0.069
H -1.987296 -4.209559 0.882541 0.00 -0.02 -0.02 0.094
H -0.614884 -3.134170 0.620213 0.00 0.01 0.00 0.059
H -1.527316 -3.768362 -0.753846 0.02 0.00 0.01 0.060
H -2.928572 -2.894591 2.403541 0.01 0.01 0.02 0.095
H -3.519990 -1.263596 2.152794 -0.01 0.00 -0.01 0.066
H -1.779263 -1.561218 2.341567 0.01 0.01 -0.03 0.080
H -2.368850 -3.024602 -2.472163 -0.01 0.01 0.00 0.065
H -0.680024 -2.488915 -2.381020 0.00 0.02 0.02 0.078
H -1.618322 -2.242451 -3.851151 -0.02 -0.02 -0.01 0.093
H -4.294022 -1.214814 -2.383339 0.02 0.00 0.00 0.071
H -3.541650 -0.811669 -3.919217 0.00 0.01 0.00 0.098
H -3.840272 0.456625 -2.743799 0.01 -0.01 0.00 0.071
H -0.156729 0.121648 -2.568874 -0.03 -0.03 -0.01 0.021
H -1.505950 1.178925 -2.976363 0.02 -0.03 0.00 0.065
H -1.079891 -0.137927 -4.054519 0.00 0.02 -0.01 0.093
H -1.211782 2.067383 -0.835857 0.02 -0.01 0.01 0.067
H -2.598060 2.957884 -0.210578 -0.01 0.01 -0.02 0.097
H -2.773934 2.016229 -1.682852 0.00 0.01 0.03 0.068
H -1.193637 0.977186 1.714831 0.13 0.01 -0.01 0.036
H -2.792985 0.589027 2.365316 0.02 0.00 0.00 0.067
H -2.430418 2.217226 1.808697 -0.03 -0.01 0.03 0.095
H -4.708119 0.566439 -0.784679 0.02 0.01 0.01 0.067
H -4.648706 1.789775 0.475991 -0.01 -0.01 0.01 0.100
H -4.661166 0.091007 0.917925 0.00 -0.01 0.00 0.069
Se 2.009306 1.465585 -0.921300 0.21 -0.06 0.27 0.835
C 1.512422 3.054527 0.027329 -0.13 -0.02 -0.07 -0.605
C 1.575897 4.229544 -0.717436 -0.06 -0.01 -0.07 -0.142
C 1.222044 5.434075 -0.131256 0.03 0.05 0.04 -0.076
C 0.808669 5.480244 1.193913 0.02 -0.03 -0.02 -0.080
C 0.762648 4.308296 1.931887 -0.01 0.02 -0.01 -0.072
C 1.114510 3.096317 1.351750 0.01 -0.03 0.10 -0.126
H 1.895393 4.217528 -1.753099 -0.03 -0.05 -0.01 0.100
H 1.272105 6.343146 -0.715980 0.00 0.00 0.00 0.110
H 0.535698 6.423524 1.646833 -0.01 0.00 0.00 0.107
H 0.460469 4.329915 2.971615 0.00 0.00 -0.01 0.109
H 1.102428 2.196032 1.944068 -0.04 0.01 -0.03 0.052
```
Positions in Å, forces in eV/Å.

---

Record 3
This record from the OMol25 dataset describes a structure of composition C31H41BBrMoN7O7. The level of theory is wB97M-V/def2-TZVPD.

Properties
- LUMO energy (spin up / spin down) (eV) = -0.265 / -0.479
- gap between HOMO and LUMO (spin up / spin down) (eV) = 8.643 / 8.601
- <S²> = 2.010
- multiplicity = 3
- relative energy (zero: lowest compared OMol25 entry of this formula, charge and spin) (kJ/mol) = 0.0

```
89
Properties=species:S:1:pos:R:3:forces:R:3:mulliken_spin:R:1
Mo 0.063897 -0.025640 0.555955 0.44 0.07 0.06 1.797
O -2.186822 -2.230932 2.274715 -0.22 -0.21 0.17 0.004
C -2.583721 -1.240657 3.199906 0.10 0.03 -0.08 0.003
C -2.741671 0.113258 2.537972 0.06 0.01 -0.06 0.025
N -1.489808 0.828936 2.120246 -0.12 0.08 0.22 -0.057
C -0.589045 0.932271 3.291396 0.02 -0.03 -0.14 0.029
C 0.198632 -0.357552 3.429531 -0.03 0.12 0.08 0.023
O 0.665655 -0.732416 4.473142 0.02 -0.06 0.00 0.006
O 0.282515 -1.016801 2.290227 -0.02 -0.02 0.12 -0.012
C -1.900217 2.188643 1.689671 0.06 0.00 0.06 0.015
C -1.064507 2.693271 0.532414 -0.20 -0.05 -0.02 -0.002
O -1.289889 3.742598 -0.006470 0.07 0.03 -0.01 0.004
O -0.054662 1.899556 0.213591 -0.02 -0.17 -0.12 0.036
H -1.294762 -2.525959 2.487691 0.09 0.11 -0.10 0.001
H -3.566089 -1.505803 3.602543 -0.01 0.00 -0.07 0.000
H -1.907367 -1.196602 4.055591 -0.03 -0.04 0.04 0.000
H -3.361874 0.015965 1.649671 0.00 0.01 -0.02 -0.010
H -3.251068 0.771054 3.253967 -0.03 0.00 -0.03 0.002
H 0.123937 1.740889 3.123626 -0.10 -0.08 0.00 -0.026
H -1.140666 1.143250 4.210416 0.00 0.01 0.01 0.006
H -2.932941 2.182056 1.360737 0.01 -0.02 -0.02 0.001
H -1.810268 2.896275 2.518438 -0.01 0.00 0.01 -0.003
C -1.395699 -4.973879 -1.305019 0.00 0.01 0.02 -0.001
C -1.639600 -3.923923 -0.206627 -0.02 -0.06 -0.02 0.002
C -2.617723 -2.892410 -0.736501 0.03 0.00 0.02 -0.001
C -0.283728 -3.484968 0.304951 0.04 0.00 -0.03 0.002
C 0.543570 -4.410988 0.954257 0.00 0.01 0.01 -0.001
C 1.764648 -3.790426 1.078164 -0.01 -0.02 0.01 -0.001
N 1.669348 -2.572988 0.552212 0.07 0.17 -0.11 0.010
N 0.404230 -2.342565 0.091518 -0.02 0.03 0.15 -0.025
B 2.839862 -1.573790 0.388185 -0.12 -0.14 0.02 -0.006
N 2.956355 -0.556502 1.543324 0.09 0.04 0.00 0.018
C 3.882687 -0.596218 2.505088 -0.02 0.04 -0.01 0.001
C 3.812134 0.569965 3.224977 -0.07 0.01 -0.03 0.000
C 2.782714 1.310722 2.623172 0.12 0.10 0.04 0.013
N 2.255687 0.609134 1.604925 -0.27 -0.21 -0.06 -0.029
C 2.416069 2.722216 3.030825 0.06 0.00 -0.01 -0.006
C 3.682866 3.484391 3.444849 -0.04 -0.04 -0.01 0.000
C 1.686923 3.525418 1.956774 0.00 0.06 0.05 0.003
N 2.624916 -0.784334 -0.900501 0.06 -0.02 0.01 0.019
C 3.477338 -0.580251 -1.906522 -0.02 0.00 -0.04 0.012
C 2.937054 0.365942 -2.749322 0.04 -0.04 0.03 0.005
C 1.714341 0.726292 -2.171125 -0.01 0.00 -0.01 0.007
N 1.542812 0.010281 -1.048527 -0.11 0.09 -0.12 0.000
C 0.783380 1.779626 -2.698275 0.02 0.00 -0.02 0.012
C 0.665964 1.677125 -4.220628 -0.05 0.04 0.02 0.000
C 1.294348 3.172412 -2.315280 -0.01 -0.01 -0.01 0.002
H -2.348573 -5.361448 -1.668919 0.00 -0.01 0.00 0.000
H -0.795678 -5.810007 -0.948068 0.00 0.00 -0.01 0.000
H -0.871057 -4.515362 -2.146280 0.00 -0.01 -0.01 0.000
H -2.117385 -4.432953 0.635665 0.03 0.03 0.03 0.001
H -2.249955 -2.463914 -1.664640 0.01 0.08 -0.05 0.000
H -2.807988 -2.106120 -0.015528 -0.01 0.05 0.02 0.004
H -3.562231 -3.394322 -0.955932 0.00 0.01 0.00 0.000
H 0.286235 -5.417275 1.237200 0.00 0.00 -0.01 0.001
H 2.701067 -4.140835 1.479332 0.01 -0.01 -0.01 -0.001
H 3.863467 -2.198721 0.331298 -0.02 0.01 0.02 0.000
H 4.546395 -1.440216 2.588921 0.01 0.00 -0.01 0.000
H 4.427092 0.853371 4.058514 0.02 0.01 0.01 0.000
H 1.780063 2.657245 3.922570 0.02 0.01 0.01 0.000
H 4.363104 3.574085 2.595756 0.01 0.00 0.00 0.000
H 4.216434 2.999824 4.259330 0.01 -0.02 0.02 0.000
H 3.414092 4.488335 3.774312 0.00 0.00 0.00 0.000
H 2.096108 3.322666 0.967485 -0.02 0.01 0.00 0.000
H 1.789703 4.591132 2.162501 0.00 0.01 0.01 0.000
H 0.622595 3.314403 1.921146 0.17 0.05 0.04 0.007
H 4.405720 -1.124226 -1.947189 0.00 -0.01 0.00 0.001
H 3.361636 0.750416 -3.659373 0.00 0.00 0.00 0.000
H -0.198940 1.633776 -2.254407 -0.03 0.00 0.02 0.006
H 1.604985 1.959002 -4.701079 0.00 0.00 -0.01 0.000
H -0.106131 2.359949 -4.578769 0.01 0.00 0.00 0.000
H 0.406823 0.671273 -4.545176 -0.01 -0.04 -0.01 0.000
H 2.278240 3.341654 -2.759250 0.01 0.01 0.01 0.000
H 1.365563 3.284549 -1.237010 0.01 0.00 0.01 -0.001
H 0.609876 3.935898 -2.686816 0.00 0.00 0.00 0.000
Br -3.835504 -0.288545 -7.181089 0.00 0.00 0.00 0.000
C -3.377329 -0.107488 -5.353465 -0.02 0.01 -0.01 0.001
C -2.226441 -0.717411 -4.883135 0.04 0.01 -0.02 0.001
C -1.889705 -0.577228 -3.546818 0.04 -0.02 0.04 0.006
C -2.705319 0.153024 -2.691804 -0.09 -0.04 -0.03 -0.003
C -3.857045 0.759069 -3.182631 0.00 -0.03 -0.03 0.001
C -4.198496 0.634938 -4.518585 0.01 0.00 0.02 0.000
C -2.397031 0.296253 -1.238094 0.25 0.08 0.10 -0.001
O -3.141775 0.889810 -0.485353 -0.04 -0.07 0.00 0.013
O -1.262594 -0.266123 -0.870690 -0.26 -0.02 -0.18 0.091
H -1.600763 -1.286982 -5.556055 0.01 0.00 0.00 0.000
H -0.989390 -1.035594 -3.156728 0.00 -0.01 -0.01 -0.006
H -4.478981 1.324349 -2.502452 0.00 0.01 0.00 0.001
H -5.090671 1.103790 -4.908590 0.00 0.00 0.00 0.000
```
Positions in Å, forces in eV/Å.